Entry 1:
The molecule C19H22N2O2S2, computed with the ωB97M-V functional and the def2-TZVPD basis.

The geometry in XYZ format:
```
47
Properties=species:S:1:pos:R:3
C -4.256 1.595 -0.894
N -3.064 1.120 -1.478
C -2.231 2.378 0.968
O 3.865 0.702 0.273
S -1.639 2.549 2.488
O -0.820 -3.797 -0.111
C -2.399 -2.012 0.448
H -0.470 0.140 1.183
H -2.724 -2.467 1.370
H 2.946 2.909 -1.055
H -0.558 -2.700 2.403
C -2.954 -0.794 0.088
H -0.290 -4.264 3.183
C -1.630 -0.773 -1.904
C -2.046 2.148 -1.456
C -0.973 -4.421 1.150
C -2.570 -0.156 -1.082
H -4.707 2.359 -1.529
H 4.800 1.511 -1.385
C 0.880 2.650 -0.628
C -0.191 -3.712 2.252
H -2.511 3.100 -1.740
H 6.339 0.680 1.126
C -1.439 -2.613 -0.358
H 7.064 1.285 -0.373
H -1.338 -0.300 -2.829
H -1.245 1.910 -2.157
C -1.073 -1.979 -1.548
C 4.923 1.450 -0.295
H 0.860 -3.660 1.981
H -3.676 -0.347 0.755
N -1.456 2.253 -0.129
H -2.034 -4.507 1.415
C 2.593 1.150 0.141
H -0.342 -2.459 -2.178
H 6.213 -0.268 -0.356
H 1.914 -0.505 1.303
H 4.927 2.468 0.117
S -3.979 2.440 0.774
H 0.593 3.542 -1.166
C -0.088 1.885 0.000
C 6.224 0.740 0.047
C 0.283 0.739 0.697
H -4.968 0.791 -0.718
C 1.608 0.379 0.767
C 2.215 2.290 -0.561
H -0.575 -5.428 1.000
```

M	374.531	g/mol
relative energy (zero: lowest compared OMol25 entry of this formula, charge and spin)	42.7	kcal/mol
orbital gap	8.30	eV
SMILES	CCOc1ccc(N2CSC(=S)N(c3ccc(OCC)cc3)C2)cc1
largest force on an atom	0.0163	Eh/bohr



Entry 2:
The molecule C19H22N2O4, computed with the ωB97M-V functional and the def2-TZVPD basis.

The geometry in XYZ format:
```
47
Properties=species:S:1:pos:R:3
H -0.955 -2.270 -2.175
C 1.739 -1.053 -0.803
H 6.743 0.564 2.073
N -1.112 1.331 1.647
O 0.514 -1.153 -1.409
C 5.837 0.728 1.492
H -0.127 -3.030 -0.793
H 4.293 -2.774 0.597
H 1.064 1.158 -2.129
H -1.727 -0.429 -0.358
H -3.345 2.073 2.725
C -3.844 -0.350 -0.227
C -2.559 0.030 0.156
N 0.121 1.426 -0.330
C -4.950 0.157 0.453
C 3.435 0.436 0.036
H -1.079 1.659 2.603
H 3.783 1.439 0.202
H 2.955 2.744 -1.641
C 2.226 0.247 -0.609
C 2.496 -2.137 -0.379
H 0.670 -2.975 -2.391
C -5.298 -1.996 -1.528
C 3.705 -1.936 0.258
C 0.122 1.484 1.017
C -2.361 0.925 1.205
H -5.952 -0.111 0.161
C 0.012 -2.436 -1.703
H 6.081 1.325 0.607
H -5.621 -2.431 -0.586
H -6.049 -1.282 -1.859
H 2.151 -3.146 -0.532
C 4.180 -0.649 0.485
C 2.031 2.761 -1.070
O -3.053 -1.498 -2.128
C 1.362 1.391 -1.100
C -3.484 1.401 1.891
H -5.202 -2.774 -2.282
H 2.237 3.049 -0.043
H -5.609 1.411 2.052
O 5.374 -0.553 1.141
O 1.093 1.735 1.702
H 1.363 3.499 -1.508
H -0.731 1.202 -0.813
C -3.973 -1.296 -1.365
H 5.104 1.264 2.103
C -4.757 1.023 1.514
```

M	342.395	g/mol
relative energy (zero: lowest compared OMol25 entry of this formula, charge and spin)	36.3	kcal/mol
orbital gap	7.74	eV
SMILES	COc1ccc(OC)c([C@H](C)NC(=O)Nc2cccc(C(C)=O)c2)c1
largest force on an atom	0.0130	Eh/bohr



no.,lowest unoccupied orbital energy (eV),highest occupied orbital energy (eV)
1,0.6476,-7.66
2,0.0677,-7.67